Entry 1:
{
  "formula": "C2H3FSi",
  "method": "wB97M-V/def2-TZVPD",
  "elements": ["C", "C", "F", "Si", "H", "H", "H"],
  "positions_angstrom": [[-1.07714, -0.24554, 0.05287], [-0.22095, 0.45604, -0.69912], [-0.30570, 0.96931, -1.93357], [0.67370, -0.15258, 0.70690], [-2.06217, -0.41349, -0.09742], [1.43024, 0.81201, 1.48729], [1.56201, -1.42575, 0.48305]],
  "nbo_charge": [-0.5801, 0.0319, -0.3187, 0.9819, 0.2189, -0.1643, -0.1696],
  "energy_ev": -12714.5848,
  "smiles": "FC1=C[SiH2]1",
  "e_above_lowest_ev": 2.529,
  "fmax_ev_per_a": 4.31,
  "e_lumo_ev": 0.58,
  "homo_lumo_gap_ev": 10.78
}


Entry 2:
{
  "formula": "C6H12NOS",
  "method": "wB97M-V/def2-TZVPD",
  "elements": ["C", "C", "C", "C", "C", "C", "N", "O", "S", "H", "H", "H", "H", "H", "H", "H", "H", "H", "H", "H", "H"],
  "positions_angstrom": [[1.84820, -0.46303, 1.00546], [-2.78104, 0.18933, 0.10460], [-2.48829, 1.63140, 0.05997], [-1.39014, 0.66380, -0.47814], [0.62336, -1.23409, -0.97476], [-0.22289, 0.54982, 0.39866], [0.74187, -0.31744, 0.15635], [3.25661, -0.20021, -1.27437], [3.38018, 0.37342, 0.04874], [1.79200, -0.01722, 1.98496], [2.09279, -1.57635, 1.22143], [-2.95537, -0.39114, 1.01441], [-3.47865, -0.22944, -0.60562], [-2.97196, 2.31115, -0.55425], [-2.01010, 2.12388, 0.96409], [-1.33242, 0.36263, -1.50153], [-0.15422, -0.96480, -1.65215], [0.48975, -2.21066, -0.36097], [1.65328, -1.26238, -1.44037], [-0.26183, 1.17710, 1.22614], [4.16885, -0.51576, 0.65734]],
  "nbo_charge": [-0.4163, -0.3631, -0.3510, -0.3375, -0.4386, 0.2786, -0.2829, -0.9521, 1.1408, 0.2452, 0.2519, 0.2422, 0.2496, 0.2476, 0.2125, 0.2559, 0.2337, 0.2297, 0.2950, 0.2212, 0.0375],
  "energy_ev": -20779.1207,
  "total_charge": 1,
  "e_above_lowest_ev": 3.351,
  "fmax_ev_per_a": 3.76,
  "e_lumo_ev": -4.58,
  "homo_lumo_gap_ev": 8.85
}


Entry 3:
{
  "formula": "C44H59CaN2O8P3Si",
  "method": "wB97M-V/def2-TZVPD",
  "elements": ["Ca", "C", "C", "C", "P", "C", "C", "C", "C", "C", "C", "C", "C", "C", "Si", "C", "C", "C", "C", "C", "C", "P", "C", "C", "C", "C", "C", "C", "C", "C", "C", "C", "C", "C", "P", "C", "C", "C", "C", "C", "C", "H", "H", "H", "H", "H", "H", "H", "H", "H", "H", "H", "H", "H", "H", "H", "H", "H", "H", "H", "H", "H", "H", "H", "H", "H", "H", "H", "H", "H", "H", "H", "H", "H", "H", "H", "H", "H", "H", "H", "H", "H", "H", "H", "H", "H", "H", "H", "H", "H", "H", "H", "H", "H", "H", "O", "C", "O", "C", "C", "C", "C", "C", "C", "O", "N", "O", "O", "N", "O", "O", "H", "H", "C", "O", "H", "H", "H"],
  "positions_angstrom": [[0.58495, -1.21054, -0.42461], [5.06445, -1.15959, 3.08206], [3.67750, -1.39705, 2.48879], [2.69149, -1.94288, 3.53032], [2.79737, -0.13512, 1.46613], [4.07675, 0.69129, 0.39280], [5.02436, 1.67922, 1.06974], [4.83227, -0.34587, -0.44287], [2.28568, 1.26748, 2.55371], [2.87164, 1.53604, 3.79610], [2.43096, 2.57880, 4.59769], [1.39024, 3.38542, 4.15283], [0.80337, 3.13012, 2.92097], [1.21546, 2.07607, 2.08399], [0.32385, 1.61879, 0.39490], [1.05099, 2.87791, -0.88790], [1.84140, 3.99003, -0.53755], [2.42938, 4.81599, -1.48728], [2.23940, 4.55195, -2.83970], [1.47209, 3.45984, -3.21870], [0.87716, 2.60962, -2.27621], [-0.02488, 1.05251, -2.79144], [0.80046, 0.60343, -4.41503], [0.26568, 1.20955, -5.71552], [0.78159, -0.92812, -4.53453], [-1.74084, 1.57674, -3.28949], [-2.74540, 1.25766, -2.17320], [-1.90548, 3.02133, -3.74748], [-1.38570, 2.45299, 0.80966], [-1.72554, 3.76332, 0.43140], [-2.93273, 4.35019, 0.78933], [-3.85120, 3.63364, 1.54836], [-3.55163, 2.32984, 1.92259], [-2.34067, 1.72229, 1.56491], [-1.89265, -0.03761, 1.95275], [-2.26578, -0.27869, 3.74571], [-1.26373, 0.55117, 4.55706], [-3.67808, -0.07761, 4.29690], [-3.15049, -1.04537, 1.01256], [-3.19276, -2.46147, 1.59949], [-4.55442, -0.49770, 0.75819], [5.80064, -0.90498, 2.32114], [5.40531, -2.08045, 3.57107], [5.08736, -0.37194, 3.83615], [3.78104, -2.19137, 1.74041], [2.48569, -1.20453, 4.31155], [3.10767, -2.83592, 4.00869], [1.74255, -2.22744, 3.06877], [3.44597, 1.26571, -0.29512], [5.69297, 1.18324, 1.77893], [4.48931, 2.46274, 1.60944], [5.64986, 2.16747, 0.31206], [5.49715, -0.95014, 0.18347], [5.45630, 0.16669, -1.18357], [4.13954, -1.00700, -0.96987], [3.68616, 0.92078, 4.15011], [2.89675, 2.75868, 5.56020], [1.02919, 4.20287, 4.76883], [-0.02242, 3.76142, 2.60428], [2.00462, 4.20393, 0.51593], [3.03485, 5.66024, -1.17398], [2.69314, 5.18440, -3.59478], [1.35378, 3.25277, -4.27523], [1.83680, 0.92092, -4.27648], [-0.77400, 0.92075, -5.89408], [0.84755, 0.82605, -6.56199], [0.31575, 2.29745, -5.75333], [-0.25027, -1.29547, -4.60041], [1.25014, -1.40585, -3.67065], [1.30710, -1.23982, -5.44503], [-1.96941, 0.89485, -4.11444], [-2.62598, 1.93700, -1.32479], [-2.63154, 0.23383, -1.81128], [-3.76826, 1.36965, -2.55305], [-1.66922, 3.70694, -2.92806], [-2.94491, 3.20501, -4.04607], [-1.26317, 3.28411, -4.58824], [-1.01792, 4.33884, -0.15924], [-3.15999, 5.36410, 0.47382], [-4.79744, 4.07874, 1.83453], [-4.29091, 1.76753, 2.47738], [-1.99497, -1.33117, 3.87697], [-1.46519, 1.62070, 4.44363], [-0.23187, 0.38621, 4.23683], [-1.33705, 0.30721, 5.62275], [-3.91452, 0.98509, 4.39144], [-3.75046, -0.51026, 5.30306], [-4.44783, -0.54556, 3.68286], [-2.66643, -1.13129, 0.03417], [-3.77382, -2.48248, 2.52888], [-2.19021, -2.84667, 1.80571], [-3.67253, -3.14622, 0.89268], [-5.15186, -0.43291, 1.67344], [-5.07934, -1.17330, 0.07207], [-4.54607, 0.48971, 0.29439], [0.98507, -4.77679, 0.87754], [0.20868, -3.90903, 0.48898], [0.08811, -2.71703, 0.96015], [-0.77840, -4.28546, -0.63231], [-1.10284, -5.60894, -0.70312], [-2.05686, -6.06662, -1.61815], [-2.69038, -5.20890, -2.47167], [-2.37912, -3.86673, -2.43214], [-1.38556, -3.31297, -1.54846], [-1.04990, -2.09766, -1.55149], [-3.12152, -3.02432, -3.40827], [-3.84323, -3.58850, -4.22225], [-2.97989, -1.82229, -3.35509], [-2.40581, -7.49770, -1.66361], [-1.83856, -8.24784, -0.88735], [-3.18578, -7.88162, -2.52189], [-0.60550, -6.29251, -0.03009], [-3.42812, -5.56855, -3.16920], [2.67329, -3.07975, -1.92736], [2.19598, -1.81844, -1.56496], [3.49969, -3.04405, -2.65838], [1.89764, -3.71143, -2.39432], [3.04691, -3.65937, -1.06991]],
  "mulliken_charge": [0.8994, -1.4902, 0.6720, -1.3471, 1.1343, 1.9649, -1.5794, -1.5042, 0.3919, -0.6089, -1.0368, -0.7398, -0.2100, 0.5125, -1.0313, 0.3983, -0.1815, -0.8797, -0.8850, -0.2196, 0.0475, 1.0770, 0.4731, -1.6840, -1.2918, 0.6511, -1.0778, -1.7506, 0.2032, 0.0538, -0.9978, -1.0028, -0.6948, 0.6544, 1.0346, 0.3018, -1.2760, -1.7574, 3.3318, -1.7303, -1.7269, 0.2692, 0.4826, 0.1806, 0.2966, 0.2404, 0.4634, 0.1403, -0.8107, 0.1971, 0.2721, 0.4999, 0.1752, 0.4785, 0.1308, 0.0608, 0.3678, 0.3519, 0.4000, 0.3404, 0.3450, 0.3683, 0.1990, 0.5311, 0.2846, 0.4421, 0.3080, 0.2419, 0.0292, 0.5219, 0.5334, 0.0508, -0.1579, 0.7174, 0.1897, 0.4475, 0.3275, 0.3154, 0.3360, 0.3499, 0.2957, 0.4902, 0.2561, 0.0346, 0.5154, 0.3241, 0.4649, 0.2718, -2.1280, 0.2722, 0.2419, 0.5122, 0.2225, 0.4503, 0.3794, -0.8364, -0.2679, -0.5094, 0.5883, -0.1478, -0.9523, -0.3500, -0.9994, 0.5864, 0.9408, 0.9916, -0.7560, -0.5628, 1.0418, -0.6715, -0.6820, 0.6359, 0.6559, -0.9381, -1.0351, 0.2607, 0.2126, 0.1759],
  "energy_ev": -120129.7205,
  "total_charge": -2,
  "e_above_lowest_ev": 0.000,
  "fmax_ev_per_a": 2.17,
  "e_lumo_ev": 4.20,
  "homo_lumo_gap_ev": 5.54
}


Entry 4:
{
  "formula": "C38H85F6N5O14",
  "method": "wB97M-V/def2-TZVPD",
  "elements": ["C", "O", "C", "C", "N", "C", "C", "O", "C", "H", "H", "H", "H", "H", "H", "H", "H", "H", "H", "H", "H", "H", "H", "H", "C", "O", "C", "C", "N", "C", "C", "O", "C", "H", "H", "H", "H", "H", "H", "H", "H", "H", "H", "H", "H", "H", "H", "H", "C", "O", "C", "C", "N", "C", "C", "O", "C", "H", "H", "H", "H", "H", "H", "H", "H", "H", "H", "H", "H", "H", "H", "H", "C", "O", "C", "C", "N", "C", "C", "O", "C", "H", "H", "H", "H", "H", "H", "H", "H", "H", "H", "H", "H", "H", "H", "H", "C", "O", "C", "C", "N", "C", "C", "O", "C", "H", "H", "H", "H", "H", "H", "H", "H", "H", "H", "H", "H", "H", "H", "H", "C", "C", "O", "C", "O", "C", "F", "F", "F", "H", "H", "H", "H", "H", "C", "C", "O", "C", "O", "C", "F", "F", "F", "H", "H", "H", "H", "H"],
  "positions_angstrom": [[-8.97415, -24.32896, -8.74051], [-10.24554, -24.33874, -8.16877], [-10.82210, -23.11193, -7.82381], [-11.69424, -23.31561, -6.56426], [-12.25982, -22.04759, -6.12651], [-11.42638, -21.29740, -5.19501], [-12.26868, -20.23799, -4.53724], [-13.42134, -20.87207, -4.03071], [-14.49503, -19.93636, -3.67007], [-8.64499, -25.40428, -8.71707], [-8.35112, -23.64083, -8.11982], [-9.01469, -23.89821, -9.77074], [-11.31498, -22.75406, -8.75604], [-9.97777, -22.42609, -7.69126], [-11.11487, -23.76312, -5.75138], [-12.44234, -24.09724, -6.92691], [-13.13101, -22.23877, -5.72030], [-10.59972, -20.77460, -5.70026], [-10.99744, -21.78456, -4.31840], [-12.61095, -19.56116, -5.37075], [-11.79876, -19.65048, -3.70711], [-15.35947, -20.53672, -3.35548], [-14.84415, -19.47907, -4.60553], [-14.18186, -19.22689, -2.87363], [-9.34184, -26.60030, -1.69083], [-10.43962, -27.34660, -1.26583], [-11.07430, -28.11685, -2.25883], [-12.22854, -28.87948, -1.69486], [-13.02557, -28.00510, -0.86564], [-14.11095, -28.64859, -0.14845], [-14.68325, -27.54050, 0.74115], [-13.82013, -27.41289, 1.86309], [-14.18127, -26.45460, 2.82124], [-8.89882, -26.10678, -0.88525], [-9.74210, -25.86976, -2.37001], [-8.58904, -27.20743, -2.19285], [-10.35685, -28.81277, -2.71909], [-11.47580, -27.38309, -3.05904], [-11.86724, -29.66209, -1.08952], [-12.77478, -29.39683, -2.47057], [-12.43331, -27.52441, -0.27753], [-13.83238, -29.51102, 0.45375], [-14.91621, -28.98057, -0.78120], [-15.69640, -27.87194, 1.05020], [-14.89540, -26.61278, 0.26861], [-15.21851, -26.49270, 3.08098], [-13.96599, -25.47425, 2.46798], [-13.59249, -26.63300, 3.72599], [-12.06995, -25.83234, 7.61588], [-13.38352, -25.43189, 7.53064], [-14.20488, -26.51578, 7.03946], [-15.66649, -26.01359, 7.02456], [-15.92405, -24.70466, 6.40207], [-15.61445, -24.50913, 4.99107], [-15.69539, -22.99170, 4.66589], [-14.63414, -22.27532, 5.30170], [-14.76012, -20.93579, 5.27401], [-11.63498, -26.48980, 6.78955], [-11.94038, -26.57947, 8.43024], [-11.39034, -25.01448, 7.80589], [-14.05727, -27.43249, 7.67363], [-13.90228, -26.70902, 5.93974], [-16.08355, -25.88577, 8.04523], [-16.25704, -26.76276, 6.54217], [-15.46208, -23.99660, 6.94526], [-16.35114, -24.99119, 4.34943], [-14.65285, -24.79661, 4.71359], [-16.59024, -22.58045, 5.15667], [-15.68221, -22.83622, 3.56689], [-15.75509, -20.65547, 5.53176], [-14.52947, -20.49406, 4.31698], [-14.13416, -20.51635, 6.08772], [-16.59481, -24.00436, -5.02015], [-17.89890, -24.14220, -4.52213], [-18.42893, -22.94943, -3.92927], [-19.78579, -23.27234, -3.30946], [-20.37840, -22.05602, -2.74296], [-19.88301, -21.58082, -1.40263], [-20.67489, -22.03153, -0.16481], [-22.06905, -21.70515, -0.18260], [-22.80030, -22.59969, 0.48354], [-16.17024, -24.99482, -5.21093], [-15.88079, -23.60496, -4.35140], [-16.59270, -23.35656, -5.84193], [-18.51389, -22.12515, -4.67190], [-17.76129, -22.70370, -3.10524], [-19.69146, -24.05899, -2.46076], [-20.42131, -23.71261, -4.12083], [-21.34167, -22.17303, -2.72657], [-20.02496, -20.47889, -1.48086], [-18.86102, -21.87378, -1.25343], [-20.28491, -21.47127, 0.65764], [-20.49530, -23.10921, 0.04386], [-22.84085, -23.61780, -0.00039], [-23.81670, -22.30238, 0.52078], [-22.45389, -22.77206, 1.50248], [-12.24597, -27.41872, -6.33488], [-12.95764, -27.61724, -5.15457], [-14.34818, -27.34922, -5.33165], [-15.22536, -27.61088, -4.06483], [-16.57845, -27.96823, -4.49890], [-17.44152, -28.24332, -3.37245], [-17.84827, -26.96092, -2.54531], [-17.05703, -26.77309, -1.39735], [-17.43839, -25.59585, -0.63214], [-12.38423, -28.21600, -7.08643], [-11.21517, -27.53195, -6.10373], [-12.34243, -26.44420, -6.85461], [-14.77072, -28.05265, -6.07750], [-14.45748, -26.27411, -5.68477], [-15.27138, -26.78903, -3.39855], [-14.84212, -28.48617, -3.53866], [-17.09508, -27.30355, -5.10845], [-17.06905, -29.02520, -2.75641], [-18.35399, -28.61727, -3.80153], [-18.88105, -27.21700, -2.23621], [-17.89370, -26.01776, -3.11439], [-18.50634, -25.70054, -0.36588], [-17.30402, -24.70486, -1.30681], [-16.86652, -25.34607, 0.26360], [-11.77152, -24.48050, -3.13996], [-12.40123, -24.75169, -1.82496], [-13.14284, -23.52642, -1.47622], [-13.89819, -23.55149, -0.40592], [-14.02535, -24.36601, 0.42404], [-14.76034, -22.28948, -0.43850], [-14.19479, -21.20783, -0.89622], [-15.83669, -22.52747, -1.17366], [-15.28325, -22.00033, 0.76163], [-10.81463, -23.96094, -3.02327], [-12.38689, -23.94158, -3.90826], [-11.38670, -25.38473, -3.57015], [-11.67602, -25.02400, -1.02114], [-13.17658, -25.48635, -1.84388], [-10.62555, -24.51127, 2.74035], [-10.87695, -24.90643, 1.27157], [-10.39589, -23.79689, 0.42715], [-10.85106, -22.58610, 0.56838], [-11.80793, -22.28144, 1.20900], [-10.01700, -21.59700, -0.22468], [-8.66760, -21.68350, 0.00210], [-10.23980, -21.84370, -1.48415], [-10.38834, -20.32525, 0.00871], [-9.56202, -24.40923, 2.84599], [-11.00571, -25.31364, 3.34281], [-11.18707, -23.62020, 2.95549], [-11.93460, -24.95506, 1.24941], [-10.33995, -25.79867, 1.04919]],
  "mulliken_charge": [-0.6801, -0.2365, -0.9343, 0.3809, -0.2849, -0.1321, -0.8036, 0.1066, -0.6920, 0.1997, 0.3260, 0.2613, 0.3139, 0.4426, -0.0937, -0.0504, 0.2255, 0.3652, 0.0079, 0.3746, 0.3686, -0.0395, 0.4053, 0.2788, -0.7343, -0.3759, 0.3317, -1.4110, 0.5139, -1.2195, 0.3272, -0.5000, -0.8087, 0.2338, 0.2162, 0.4008, 0.6074, -0.4319, 0.5163, 0.5010, -0.0050, 0.3245, 0.3224, 0.6572, -0.4512, 0.6302, 0.3995, -0.0401, -0.8086, -0.2912, 0.1382, -1.0710, -0.3995, -0.1666, -0.7431, -0.2147, -0.8458, 0.2641, 0.3184, 0.3028, 0.4681, -0.1433, 0.3822, 0.4152, 0.3424, 0.3514, 0.1807, 0.5112, 0.1955, 0.3886, 0.2350, 0.2398, -0.5413, -0.4019, 0.1989, -0.3167, -0.3446, -0.1587, -0.5118, -0.3535, -0.7543, -0.1666, 0.2134, 0.5904, 0.4317, -0.4916, 0.0879, 0.4428, 0.2695, 0.3310, -0.1071, 0.3715, 0.3061, 0.2740, 0.2910, 0.3204, -0.7484, -0.1216, -0.6809, 0.1012, -0.3744, -1.2615, 0.2703, -0.2230, -0.0790, 0.2956, 0.3178, 0.2068, 0.2855, 0.1123, 0.1577, 0.2895, 0.3099, 0.3885, 0.4684, 0.4127, -0.2068, 0.4178, -0.1356, 0.0299, -1.9382, 2.0576, 0.3118, 0.0172, -0.1641, 0.6105, -0.1790, -0.3013, -0.2429, 0.6186, -0.0696, 0.5666, -1.2877, -0.2586, -2.0005, 0.5435, -0.2753, 0.5179, -0.5628, 0.7817, -0.2841, -0.2317, -0.2656, 0.4419, 0.5677, 0.3869, -0.2752, 0.5378],
  "energy_ev": -93195.9847,
  "smiles": "CCOC(=O)C(F)(F)F.CCOC(=O)C(F)(F)F.COCCNCCOC.COCCNCCOC.COCCNCCOC.COCCNCCOC.COCCNCCOC",
  "fmax_ev_per_a": 3.58,
  "e_lumo_ev": 0.65,
  "homo_lumo_gap_ev": 9.18
}


Q: Which formula does entry 4 have?
A: C38H85F6N5O14